ORCA calculation (the ωB97M-V functional and the def2-TZVPD basis) on a molecular structure, C16H40BCl5LiNO8.

Computed properties:
- frontier orbital gap (hartree) = 0.341
- HOMO level (eV) = -9.138
- energy (eV) = -98593.1693
- E_LUMO (eV) = 0.15

```
72
Properties=species:S:1:pos:R:3:forces:R:3:lowdin_charge:R:1
Li -0.53678 -1.04728 -0.26616 -0.1 -0.7 0.0 0.596
C 1.52657 1.88313 -3.85107 1.2 1.8 0.3 -0.071
O 2.45118 1.90377 -2.72825 -0.2 -1.1 0.0 -0.188
C 2.73384 0.55458 -2.36416 -1.7 -1.1 0.7 -0.227
C 3.52711 0.43228 -1.09614 1.1 1.0 0.3 -0.063
N 2.89390 1.35490 -0.04217 1.0 0.6 -1.5 0.081
H 2.63312 2.07826 -0.69703 -0.7 0.9 0.0 0.136
H 2.02152 0.96562 0.28574 -1.0 -0.6 0.2 0.075
C 3.62575 1.97097 1.08843 -0.6 -0.4 0.2 -0.097
C 3.94023 0.92967 2.10592 1.8 -0.6 0.0 -0.224
O 4.60860 -0.17149 1.51167 1.2 0.2 0.6 -0.195
C 5.45861 -0.87070 2.47571 -1.2 0.3 -0.5 -0.048
H 2.11616 1.52555 -4.69524 -0.6 -0.7 -0.2 0.095
H 1.35720 2.93720 -4.07093 -0.1 0.0 0.1 0.051
H 0.54667 1.45928 -3.63142 0.4 -0.6 0.0 0.090
H 3.19462 -0.08093 -3.12041 0.4 0.4 -0.4 0.145
H 1.80669 0.02516 -2.14462 -0.5 0.1 -0.3 0.100
H 4.48429 0.87221 -1.37610 0.4 -0.1 0.8 0.137
H 3.61036 -0.58399 -0.71096 0.0 0.2 -0.2 0.121
H 2.96522 2.60429 1.68063 -0.5 0.4 -0.7 0.140
H 4.43272 2.62271 0.75357 0.2 -0.6 -0.2 0.143
H 3.06687 0.59232 2.66407 -0.2 0.1 0.0 0.141
H 4.63656 1.44814 2.76503 -0.1 -0.1 0.6 0.124
H 6.01271 -0.20188 3.13430 -0.1 0.4 -0.1 0.080
H 6.18593 -1.48791 1.94830 -0.4 -0.1 -0.1 0.092
H 4.74933 -1.43548 3.08072 0.4 -0.5 0.2 0.093
B -0.15202 1.01487 0.00064 -0.1 0.5 0.0 -0.443
H -0.34516 0.66871 -1.00291 -0.5 -1.1 -4.2 -0.048
H 0.60515 0.37263 0.42310 3.1 -2.4 1.7 -0.061
H 0.10745 2.06188 0.02658 0.9 3.8 0.2 -0.033
H -1.03785 0.73493 0.54944 -3.6 -0.6 2.4 -0.050
Cl 1.42270 -3.12256 -0.94223 -0.5 -3.3 1.2 0.611
O 0.42966 -4.06771 -0.48852 -0.3 0.5 0.9 -0.347
O 2.56110 -3.91989 -1.29003 0.6 1.1 -0.6 -0.325
O 0.81135 -2.41274 -2.00095 -0.4 1.5 -2.5 -0.370
O 1.76449 -2.12839 0.03785 0.3 0.6 1.1 -0.376
C -2.50185 -1.11763 3.10865 0.1 0.0 1.1 -0.175
C -3.13615 -2.47166 2.82878 -1.2 0.6 -1.2 -0.159
C -2.00952 -3.19618 2.16504 -0.2 -2.3 -1.1 -0.216
O -0.95546 -2.31157 1.84701 -0.3 -0.1 0.3 -0.130
C -1.02470 -1.38099 2.88460 1.0 2.0 0.4 -0.259
H -2.72385 -0.84253 4.13973 0.1 0.5 -0.2 0.104
H -2.75580 -0.33256 2.39643 -0.6 -0.2 0.2 0.084
H -3.95765 -2.38122 2.11811 -0.1 0.2 -0.1 0.106
H -3.58284 -3.03477 3.64822 0.5 0.3 0.4 0.115
H -2.30467 -3.67239 1.23005 0.1 -0.1 0.0 0.125
H -1.74153 -3.99277 2.85910 0.9 -0.1 -0.1 0.125
H -0.50890 -0.47123 2.57736 -0.1 0.1 -0.4 0.074
H -0.46044 -1.62968 3.78340 -0.2 -0.9 0.3 0.128
C -4.26914 -0.83198 -2.45937 -1.1 1.6 -0.2 -0.217
C -3.36618 -1.64035 -3.26292 0.8 -2.3 0.1 -0.165
C -2.61408 -2.42432 -2.11968 -0.4 0.2 -2.0 -0.165
O -2.34827 -1.39707 -1.19143 0.3 1.9 0.6 -0.217
C -3.31045 -0.30199 -1.39791 -1.4 -0.8 0.1 -0.148
H -5.16930 -1.34406 -2.11937 0.3 -0.2 0.4 0.122
H -4.62760 -0.05560 -3.13528 -0.2 0.5 0.4 0.119
H -2.71092 -0.94217 -3.78377 0.5 -0.4 -0.1 0.124
H -3.90081 -2.25276 -3.98902 0.3 -0.2 0.0 0.121
H -1.71191 -2.89809 -2.50664 0.2 0.2 0.5 0.113
H -3.23670 -3.15708 -1.60636 -0.2 -0.2 -0.4 0.125
H -2.91642 0.64053 -1.77805 0.9 -0.3 0.3 0.116
H -3.89878 -0.11783 -0.49899 0.6 0.0 0.4 0.121
C -2.40239 2.56258 2.67944 -0.1 -0.3 0.2 -0.951
Cl -1.36524 1.83391 4.00384 -0.5 0.7 -1.1 0.519
Cl -3.75771 3.45914 3.39904 0.3 0.0 -0.2 0.502
H -1.82922 3.20118 2.00730 0.2 0.1 0.6 0.022
H -2.83712 1.78704 2.04884 0.2 -0.2 0.5 0.005
C -1.20975 4.12048 -1.47134 0.2 -0.2 -0.6 -1.036
Cl -2.04895 5.46278 -0.73630 -0.4 0.3 0.2 0.535
Cl -0.98863 4.33817 -3.22960 0.1 0.3 -0.1 0.518
H -0.22242 4.09900 -1.01002 -0.4 -0.5 -0.2 0.017
H -1.81040 3.21141 -1.44116 0.4 0.2 0.7 0.015
```
Positions in Å, forces in eV/Å.

=====

ORCA calculation (the ωB97M-V functional and the def2-TZVPD basis) on a molecular structure, C16H40BPRb.

Computed properties:
- total charge = +1
- frontier orbital gap (hartree) = 0.181
- HOMO level (eV) = -8.300
- energy (eV) = -27850.7108
- E_LUMO (eV) = -3.38

```
59
Properties=species:S:1:pos:R:3:forces:R:3:lowdin_charge:R:1
Rb -2.28252 -3.06152 -9.49560 0.2 -0.4 0.3 0.938
C 4.74359 -1.02764 1.79150 -0.2 0.3 -1.6 -0.090
C 3.71857 -0.31260 0.85729 -0.5 0.0 1.6 -0.265
C 2.66462 -1.37527 0.46894 -0.7 1.4 -1.1 -0.205
C 1.46438 -0.96005 -0.47414 -0.2 -0.4 -0.2 -0.270
P 0.24357 0.22568 0.13012 0.9 1.3 1.3 1.065
C -0.07037 -0.06587 1.95140 -0.1 -0.4 -0.6 -0.248
C -0.97504 0.97729 2.59296 0.5 0.7 -0.3 -0.267
C -1.19911 0.81666 4.07839 -0.1 0.9 1.3 -0.241
C -2.55758 1.37923 4.58875 -0.6 -1.1 0.0 -0.091
C 1.16023 1.85413 -0.09748 -0.8 -0.1 -0.6 -0.236
C 0.18236 3.04188 -0.22130 -0.5 -1.1 0.3 -0.271
C 0.77728 4.42420 -0.23131 1.8 1.0 1.3 -0.227
C 1.51812 4.81331 1.11923 -0.7 -0.5 -0.6 -0.088
C -1.39566 0.23627 -0.71672 0.4 -1.5 0.7 -0.226
C -2.05849 -1.22795 -0.55011 1.6 1.2 -0.4 -0.235
C -3.38735 -1.23247 -1.19781 -1.4 -0.9 -1.3 -0.264
C -3.37176 -1.44593 -2.75493 -0.2 1.9 0.3 -0.074
H 5.17917 -1.75765 1.10926 0.4 -0.5 0.8 0.076
H 4.18581 -1.45819 2.62313 0.2 -0.3 -0.1 0.077
H 5.52655 -0.38959 2.20131 -0.1 0.1 -0.2 0.076
H 4.10349 0.22501 -0.00926 0.4 -0.3 0.0 0.112
H 3.33429 0.44625 1.53890 -0.7 0.3 -0.3 0.080
H 2.19053 -1.78700 1.35991 0.5 -0.5 -0.1 0.104
H 3.19167 -2.08629 -0.16727 -0.1 -0.6 0.6 0.121
H 0.89814 -1.83694 -0.78804 0.0 -0.4 0.4 0.087
H 1.77646 -0.60436 -1.45608 0.4 0.4 0.1 0.098
H 0.88961 -0.07250 2.46764 0.3 0.2 -0.2 0.097
H -0.45349 -1.07365 2.11166 -0.2 -0.2 -0.3 0.098
H -1.94848 1.07331 2.11205 0.1 -0.1 -0.3 0.106
H -0.41041 1.90213 2.47475 -0.5 0.4 -0.2 0.098
H -0.44464 1.38612 4.62114 0.3 0.0 -0.1 0.109
H -1.01608 -0.20442 4.41304 -0.5 -0.2 -0.1 0.110
H -2.85351 0.84620 5.49230 0.1 -0.1 0.0 0.071
H -3.35355 1.16999 3.87408 -0.1 -0.2 -0.2 0.064
H -2.71807 2.42128 4.86529 1.0 0.2 -0.4 0.074
H 1.66933 1.64953 -1.03932 0.2 0.3 -0.1 0.088
H 1.92887 2.08486 0.64012 -0.1 -0.6 0.3 0.083
H -0.46883 2.87493 0.63672 -0.3 0.7 0.1 0.081
H -0.44643 2.84141 -1.08879 0.0 0.3 -0.2 0.102
H 0.06666 5.24800 -0.29816 -0.5 -0.5 -0.5 0.109
H 1.48682 4.53457 -1.05135 -0.1 0.0 -0.2 0.107
H 0.73196 4.71629 1.86799 0.3 0.2 0.4 0.068
H 1.89427 5.83635 1.11629 -0.3 0.1 -0.2 0.072
H 2.38112 4.22212 1.42554 -0.1 -0.4 -0.2 0.058
H -1.34278 0.52401 -1.76673 0.4 -0.3 -0.1 0.098
H -1.97076 1.04007 -0.25708 -0.1 -0.2 0.3 0.083
H -2.21247 -1.54654 0.48086 0.6 0.3 0.2 0.110
H -1.39252 -1.91697 -1.06957 0.1 -0.3 0.3 0.104
H -3.77796 -0.24555 -0.94981 -0.8 -0.1 -0.3 0.106
H -4.01833 -1.97805 -0.71401 0.0 0.0 0.0 0.112
H -4.32346 -1.57081 -3.27143 -0.4 -0.4 0.7 0.069
H -2.68426 -2.13726 -3.24227 0.2 -0.1 0.7 0.080
H -3.14576 -0.42670 -3.06827 0.6 0.0 -0.7 0.054
B -0.32728 -6.18875 -5.81690 0.0 0.1 -0.2 -0.457
H -0.48981 -5.19581 -5.42717 -0.9 4.2 1.9 -0.135
H -1.22625 -6.59100 -6.25769 -3.7 -1.4 -2.3 -0.123
H 0.51591 -6.12683 -6.48730 3.3 0.1 -3.0 -0.119
H -0.10009 -6.90715 -5.04456 1.1 -2.6 3.3 -0.110
```
Positions in Å, forces in eV/Å.

=====

ORCA calculation (the ωB97M-V functional and the def2-TZVPD basis) on a molecular structure, C16H40CaN4O8S.

Computed properties:
- frontier orbital gap (hartree) = 0.046
- HOMO level (eV) = -4.950
- energy (eV) = -68840.3543
- E_LUMO (eV) = -3.71

```
70
Properties=species:S:1:pos:R:3:forces:R:3:lowdin_charge:R:1
O 5.25913 1.89528 -3.77754 0.3 0.1 0.0 -0.031
C 4.05775 2.18795 -3.10296 0.2 0.1 -0.1 -0.233
C 2.92204 2.36700 -4.06846 -0.3 -0.4 0.2 -0.192
O 1.66797 2.32186 -3.38349 0.0 0.0 0.1 -0.116
C 0.82416 3.37274 -3.79915 0.3 0.1 0.2 -0.272
O -0.43824 3.22292 -3.25898 -0.3 -0.1 -0.2 -0.063
C -1.33424 2.49286 -4.07551 0.2 0.1 0.2 -0.314
N -1.97203 1.40862 -3.37306 -0.3 -1.5 -0.7 -0.063
N -0.85973 0.68325 -2.58800 0.5 0.4 2.5 0.039
C -0.87857 0.00075 -3.57442 -0.8 0.7 -1.3 -0.920
S -0.44139 -0.92547 -4.84353 0.1 -1.1 -0.7 0.573
H 5.10843 1.85540 -4.72239 0.0 -0.1 -0.2 0.078
H 3.82844 1.36461 -2.44090 -0.1 -0.3 0.4 0.104
H 4.20670 3.08970 -2.52078 0.0 0.1 0.3 0.130
H 3.04002 3.30095 -4.60466 0.0 0.3 -0.2 0.128
H 2.93773 1.53246 -4.76469 0.0 -0.1 -0.4 0.130
H 0.79039 3.40150 -4.88772 -0.1 0.0 -0.3 0.131
H 1.23079 4.31136 -3.44032 0.0 0.3 0.2 0.144
H -0.80514 2.15016 -4.96563 0.2 -0.1 -0.3 0.105
H -2.14932 3.14040 -4.37798 -0.3 0.2 -0.1 0.120
C 2.36547 -2.06113 0.07985 -0.3 0.0 -0.2 -0.024
C 2.72982 -0.58556 0.03448 0.1 -0.4 0.1 -0.295
C 3.08551 0.04623 1.36714 0.1 0.4 0.1 -0.183
O 1.90750 0.22678 2.15072 0.0 -0.1 0.1 -0.201
C 1.58337 -0.82592 3.05235 -0.1 0.0 -0.1 -0.082
N 1.53508 0.19796 -0.43354 -0.1 0.3 -0.3 0.224
H 1.39311 -2.22845 0.54876 0.0 0.0 0.1 0.075
H 2.32507 -2.48216 -0.92691 0.0 0.0 0.0 0.085
H 3.11844 -2.60904 0.63939 0.1 0.0 0.0 0.100
H 3.53268 -0.43374 -0.68179 0.2 0.2 0.1 0.150
H 3.50667 1.03576 1.18029 0.2 0.0 0.1 0.107
H 3.85625 -0.52193 1.88378 0.1 0.0 0.0 0.129
H 2.47267 -1.37267 3.36985 0.1 0.0 0.0 0.098
H 0.86562 -1.50664 2.59311 0.0 -0.1 0.1 0.057
H 1.11302 -0.37782 3.92620 0.0 0.0 0.0 0.091
H 1.04214 -0.21053 -1.22498 0.0 0.0 -0.1 0.129
H 1.78779 1.15715 -0.68802 0.0 -0.1 -0.1 0.164
H 0.89417 0.26545 0.36664 0.1 0.0 0.1 0.150
Ca -3.09378 -0.96155 -5.08509 0.9 0.7 0.5 1.241
C -4.14108 -0.78269 6.61045 0.0 -0.1 0.0 -0.113
O -4.88121 -1.32937 5.53716 0.1 0.1 0.0 -0.194
C -5.54914 -0.37130 4.73038 -0.3 -0.1 0.0 -0.220
C -4.93789 -0.30110 3.35214 0.2 0.0 0.0 -0.219
N -3.60935 0.29125 3.39648 0.0 -0.2 0.0 -0.046
C -2.85475 0.18845 2.15578 0.1 0.2 0.2 -0.201
C -2.47969 -1.20033 1.65683 0.0 0.0 -0.3 -0.229
O -1.54861 -1.88226 2.47275 -0.1 0.0 0.0 -0.206
C -2.09681 -2.60127 3.56449 0.2 0.0 0.0 -0.085
H -3.80810 -1.61343 7.22857 0.0 0.0 0.0 0.089
H -3.25948 -0.22921 6.26696 0.0 0.1 0.0 0.080
H -4.75883 -0.11807 7.22101 0.0 0.0 0.0 0.089
H -5.55265 0.61235 5.20761 0.1 0.0 0.0 0.124
H -6.58749 -0.69992 4.63170 0.0 0.0 0.0 0.122
H -5.57714 0.30924 2.70737 0.0 0.0 0.0 0.123
H -4.92645 -1.32453 2.94831 -0.1 0.0 0.0 0.107
H -3.07983 -0.15568 4.13302 0.0 0.0 0.1 0.071
H -1.92520 0.74506 2.30092 0.0 0.0 -0.1 0.119
H -3.41119 0.70332 1.36595 0.0 0.0 0.0 0.119
H -1.98351 -1.06788 0.68933 0.0 0.0 0.0 0.110
H -3.35670 -1.83216 1.46815 0.0 0.0 0.1 0.111
H -3.09289 -2.98674 3.33548 0.0 0.0 0.0 0.090
H -2.14281 -1.99268 4.47166 -0.1 0.0 0.0 0.076
H -1.43430 -3.44175 3.76677 0.0 0.0 0.0 0.091
O 6.05190 1.16637 1.16448 -0.8 -0.1 0.0 -0.601
H 5.52841 1.56335 1.87824 0.3 0.0 -0.1 -0.202
C 2.47401 -2.34411 -5.98397 0.5 1.0 0.1 -0.497
O 1.69911 -3.14288 -6.71054 -0.5 -0.1 0.1 -0.320
H 2.37687 -2.45257 -4.86340 -0.2 -0.1 0.0 0.036
H 3.57803 -2.40671 -6.14656 -0.2 -0.3 -0.1 0.052
H 2.27131 -1.22920 -6.13965 0.0 -0.4 0.1 0.030
```
Positions in Å, forces in eV/Å.